{
  "formula": "C12H14F3NO2",
  "method": "ωB97M-V with the def2-TZVPD basis set",
  "multiplicity": 1,
  "e_tot_ev": -26409.0825,
  "smiles": "Nc1cc(C(F)(F)F)ccc1OC[C@H]1CCCO1",
  "relative_energy_kj_mol": 70.3,
  "species": ["N", "C", "C", "C", "C", "F", "F", "F", "C", "C", "C", "O", "C", "C", "C", "C", "C", "O", "H", "H", "H", "H", "H", "H", "H", "H", "H", "H", "H", "H", "H", "H"],
  "xyz": [[1.93296, -2.08704, 0.58627], [0.95785, -1.34589, 1.19918], [1.02609, -1.01671, 2.54460], [-0.01518, -0.32329, 3.15313], [0.11409, 0.00144, 4.60869], [0.19336, -1.10291, 5.37880], [-0.90786, 0.72122, 5.09249], [1.23154, 0.70891, 4.87856], [-1.12962, 0.05434, 2.42810], [-1.20429, -0.25985, 1.07735], [-0.18329, -0.95360, 0.45406], [-0.13510, -1.32100, -0.86142], [-1.20924, -1.06259, -1.73566], [-1.03738, 0.21854, -2.57670], [-0.64449, 1.47729, -1.78582], [0.33914, 2.17117, -2.72618], [1.00469, 0.96424, -3.38143], [-0.03127, 0.01916, -3.56245], [2.83559, -2.12790, 1.02652], [1.91332, -2.09804, -0.41947], [1.89109, -1.30583, 3.12179], [-1.93363, 0.59470, 2.90013], [-2.07211, 0.06166, 0.52419], [-2.16494, -1.04007, -1.20509], [-1.21625, -1.90419, -2.43544], [-1.98626, 0.37109, -3.11265], [-1.50906, 2.09016, -1.54152], [-0.13376, 1.20309, -0.86301], [1.04661, 2.81193, -2.20586], [-0.19446, 2.75636, -3.47572], [1.43779, 1.17360, -4.36068], [1.78407, 0.55002, -2.72477]],
  "forces_ev_per_angstrom": [[0.202, -0.238, -0.283], [-0.402, 0.178, 0.149], [-0.251, 0.100, -0.185], [-0.100, 0.082, -0.040], [0.072, 0.073, 0.341], [0.005, -0.212, -0.083], [-0.237, 0.079, -0.163], [0.153, 0.043, -0.156], [0.194, -0.042, 0.262], [0.018, -0.098, -0.239], [0.165, -0.050, 0.256], [0.402, 0.052, 0.330], [-0.314, 0.316, -0.631], [-0.307, -0.281, 0.420], [0.087, -0.108, -0.148], [0.000, -0.227, -0.099], [0.277, 0.276, 0.044], [-0.065, -0.195, 0.005], [-0.023, 0.030, -0.093], [0.113, -0.012, 0.029], [0.118, -0.064, 0.060], [-0.057, 0.047, 0.048], [-0.051, 0.012, -0.096], [0.052, -0.040, -0.002], [-0.093, 0.102, 0.118], [0.074, -0.037, 0.110], [-0.033, 0.001, 0.075], [-0.038, 0.042, -0.002], [0.022, 0.066, 0.003], [0.032, 0.046, -0.029], [0.024, 0.008, 0.074], [-0.038, 0.051, -0.075]]
}